# 1
77
Properties=species:S:1:pos:R:3:lowdin_spin:R:1 method="wB97M-V/def2-TZVPD" charge=-2 e_above_lowest_kcal_mol=34.7 lumo_ev="4.1 / 4.1" spin_multiplicity=2 s2=0.76 e_tot_ha=-8128.4318 orbital_gap_ha="0.1906 / 0.2175" homo_energy_ha="-0.040 / -0.067"
Ru -0.943 0.251 -0.461 0.602
C 4.954 -5.256 1.075 0.000
C 3.595 -4.730 0.694 0.000
C 3.252 -3.403 0.922 0.000
C 2.004 -2.912 0.562 0.000
C 1.087 -3.769 -0.024 0.001
C 1.404 -5.099 -0.260 0.000
C 2.657 -5.572 0.097 0.000
S -0.555 -3.166 -0.383 0.002
O -1.194 -2.972 0.897 0.000
O -1.158 -4.158 -1.241 -0.001
N -0.304 -1.741 -1.068 0.002
C 0.464 -1.748 -2.228 0.000
C 0.807 -2.830 -3.022 -0.001
C 1.704 -2.681 -4.098 0.001
C 2.280 -1.482 -4.402 0.000
C 1.940 -0.346 -3.629 0.000
C 2.510 0.930 -3.829 -0.005
C 2.148 1.961 -3.017 0.000
C 1.160 1.755 -2.038 -0.006
N 0.595 0.585 -1.845 0.001
C 1.006 -0.479 -2.586 -0.002
H 5.528 -4.500 1.612 0.000
H 5.526 -5.547 0.191 0.000
H 4.871 -6.137 1.715 0.000
H 3.957 -2.734 1.401 0.000
H 1.742 -1.875 0.741 0.000
H 0.668 -5.741 -0.725 0.000
H 2.913 -6.610 -0.090 0.000
H 0.377 -3.798 -2.826 0.000
H 1.943 -3.557 -4.690 0.000
H 2.986 -1.381 -5.217 0.000
H 3.239 1.065 -4.622 0.000
H 2.576 2.949 -3.127 0.000
H 0.821 2.554 -1.394 -0.001
O -3.978 3.071 0.124 0.000
C -3.711 4.303 -0.494 0.001
C -2.231 4.736 -0.488 0.001
C -2.273 6.272 -0.537 0.000
O -1.014 6.896 -0.780 0.000
C -1.571 4.329 0.835 0.011
Se -0.514 2.666 0.876 0.068
C -1.458 4.218 -1.708 0.029
Se -1.901 2.404 -2.313 0.257
H -3.582 2.375 -0.433 0.000
H -4.287 5.045 0.074 0.000
H -4.071 4.315 -1.531 0.001
H -2.695 6.644 0.407 0.000
H -2.929 6.596 -1.351 0.000
H -0.345 6.369 -0.328 0.000
H -2.332 4.287 1.616 0.000
H -0.843 5.087 1.144 0.002
H -0.384 4.294 -1.515 0.000
H -1.671 4.859 -2.568 0.010
N -0.671 -1.961 3.370 0.000
C -0.682 -0.450 3.397 0.000
C -0.671 -0.035 4.865 0.000
P -2.342 -0.080 2.633 0.001
O -2.630 1.433 3.049 0.001
O -3.241 -0.999 3.386 0.000
O -2.222 -0.223 1.142 0.002
P 0.943 -0.024 2.600 0.003
O 1.277 1.439 3.157 0.004
O 1.885 -1.012 3.216 0.001
O 0.792 -0.007 1.101 0.021
H -1.510 -2.281 3.861 0.000
H 0.227 -2.272 3.754 0.000
H -0.750 -2.305 2.388 0.000
H -1.553 -0.434 5.373 0.000
H -0.698 1.049 4.933 0.000
H 0.240 -0.388 5.357 0.000
H -2.165 2.007 2.396 0.000
H 0.805 2.103 2.606 0.003
F -3.758 0.318 -1.248 -0.003
C -2.607 -0.379 -1.475 -0.003
F -2.959 -1.651 -1.134 -0.002
F -2.480 -0.436 -2.844 -0.003



# 2
52
Properties=species:S:1:pos:R:3:mulliken_charge:R:1 method="wB97M-V/def2-TZVPD" e_above_lowest_kcal_mol=71.5 lumo_ev=0.8 e_tot_ha=-1113.8760 orbital_gap_ha=0.3306 homo_energy_ha=-0.301
C -3.167 -0.609 1.810 -0.101
C -3.933 -0.256 0.781 -0.208
C -4.470 1.071 0.512 0.854
C -3.999 2.222 1.145 -0.436
C -4.543 3.459 0.858 -0.621
C -5.569 3.577 -0.065 -0.437
C -6.043 2.446 -0.707 -0.524
C -5.496 1.209 -0.425 -0.448
C -2.623 -1.994 2.006 -1.399
N -1.184 -2.116 1.819 0.015
C -0.745 -1.762 0.483 -0.650
C 0.721 -2.149 0.321 -0.815
N 1.523 -1.444 1.304 0.374
C 2.942 -1.679 1.112 -1.204
C 3.426 -1.060 -0.172 0.378
C 4.259 -1.751 -1.042 -0.773
C 4.716 -1.152 -2.201 -0.795
C 4.331 0.142 -2.522 0.657
C 3.458 0.828 -1.673 0.609
C 3.028 0.227 -0.499 -0.427
O 3.004 2.092 -1.963 -0.459
C 3.225 2.468 -3.303 -0.454
C 4.648 2.105 -3.724 -0.454
O 4.829 0.708 -3.672 -0.470
C 1.074 -1.801 2.635 -1.002
C -0.389 -1.399 2.795 -0.542
H -2.872 0.116 2.556 0.349
H -4.228 -1.019 0.069 0.257
H -3.191 2.151 1.857 0.263
H -4.162 4.340 1.356 0.371
H -5.992 4.546 -0.286 0.372
H -6.840 2.529 -1.432 0.373
H -5.871 0.329 -0.930 0.337
H -2.843 -2.336 3.024 0.385
H -3.098 -2.683 1.302 0.474
H -1.351 -2.311 -0.242 0.416
H -0.855 -0.683 0.285 0.311
H 1.069 -1.872 -0.676 0.412
H 0.819 -3.243 0.439 0.278
H 3.470 -1.210 1.950 0.380
H 3.187 -2.757 1.122 0.324
H 4.564 -2.760 -0.810 0.366
H 5.376 -1.671 -2.877 0.425
H 2.360 0.769 0.150 0.461
H 3.057 3.544 -3.356 0.339
H 2.512 1.950 -3.961 0.287
H 4.848 2.406 -4.754 0.340
H 5.360 2.601 -3.050 0.289
H 1.682 -1.264 3.368 0.437
H 1.172 -2.885 2.821 0.335
H -0.736 -1.663 3.797 0.474
H -0.460 -0.305 2.668 0.274



# 3
103
Properties=species:S:1:pos:R:3:mulliken_charge:R:1 method="wB97M-V/def2-TZVPD" charge=+1 e_above_lowest_kcal_mol=8.0 lumo_ev=-2.7 e_tot_ha=-3978.6748 orbital_gap_ha=0.2148 homo_energy_ha=-0.313
Tl 0.273 0.289 0.157 1.130
C 1.402 -4.854 -1.638 -1.413
P 1.224 -3.120 -1.017 0.848
C 1.948 -3.354 0.667 -1.079
C 2.648 -2.326 -1.889 0.328
C 3.939 -2.834 -1.761 -0.569
C 5.014 -2.244 -2.407 -1.030
C 4.804 -1.139 -3.218 -0.700
C 3.528 -0.619 -3.358 -0.510
C 2.441 -1.187 -2.693 -0.143
P 0.767 -0.424 -2.761 1.246
C 1.040 1.122 -3.708 -1.650
C -0.007 -1.488 -4.050 -1.394
H 2.441 -5.186 -1.634 0.387
H 1.010 -4.929 -2.654 0.351
H 0.817 -5.517 -0.998 0.451
H 2.822 -4.006 0.660 0.416
H 1.185 -3.796 1.311 0.329
H 2.216 -2.376 1.071 0.114
H 4.118 -3.709 -1.146 0.239
H 6.012 -2.650 -2.290 0.487
H 5.636 -0.678 -3.737 0.402
H 3.387 0.258 -3.976 0.324
H 1.709 1.774 -3.144 0.392
H 0.076 1.629 -3.781 0.347
H 1.430 0.955 -4.713 0.533
H 0.658 -1.591 -4.908 0.392
H -0.950 -1.040 -4.373 0.459
H -0.213 -2.472 -3.629 0.336
F 2.505 5.585 -0.420 -0.372
C 1.395 4.842 -0.587 0.579
C 1.426 3.491 -0.308 -0.941
C 0.304 2.684 -0.502 0.270
C -0.878 3.301 -0.984 0.399
C -0.869 4.683 -1.190 0.849
F -1.986 5.351 -1.568 -0.364
C 0.247 5.474 -1.013 -0.971
C -2.050 2.440 -1.328 -0.444
C -3.239 2.902 -1.911 -1.090
C -4.225 2.003 -2.277 -0.589
C -4.026 0.646 -2.072 -1.192
C -2.840 0.269 -1.473 -1.012
N -1.895 1.129 -1.098 0.778
H 2.358 3.068 0.057 0.237
H 0.215 6.536 -1.207 0.507
H -3.395 3.950 -2.093 0.650
H -5.137 2.364 -2.736 0.431
H -4.761 -0.090 -2.367 0.510
H -2.618 -0.778 -1.292 1.017
C -5.030 -3.829 1.254 -1.010
N -4.934 -2.687 2.164 0.130
C -4.375 -3.147 3.430 -0.967
N -3.084 -3.821 3.294 0.116
C -3.235 -4.927 2.344 -0.943
N -3.754 -4.510 1.046 0.121
C -2.802 -3.674 0.321 -1.129
P -2.356 -2.076 1.200 1.334
C -4.136 -1.612 1.579 -1.134
C -2.041 -2.897 2.859 -1.037
H -5.418 -3.488 0.292 0.416
H -5.732 -4.547 1.681 0.313
H -5.079 -3.849 3.881 0.300
H -4.259 -2.292 4.101 0.392
H -3.930 -5.650 2.773 0.303
H -2.265 -5.411 2.210 0.401
H -3.220 -3.422 -0.657 0.422
H -1.882 -4.235 0.145 0.346
H -4.608 -1.290 0.647 0.459
H -4.144 -0.752 2.257 0.347
H -1.912 -2.122 3.622 0.335
H -1.094 -3.440 2.790 0.376
S 3.600 0.608 0.126 -0.005
C 4.736 0.373 1.284 0.011
N 5.796 -0.440 1.182 -0.126
C 6.644 -0.627 2.349 -0.633
C 6.471 0.639 3.176 -0.586
S 4.748 1.149 2.870 -0.140
H 5.890 -0.998 0.347 0.167
H 7.681 -0.760 2.046 0.356
H 6.329 -1.508 2.915 0.280
H 7.123 1.437 2.829 0.311
H 6.624 0.479 4.240 0.404
C 0.268 1.467 5.169 -0.796
C 0.663 0.998 3.744 0.139
N -0.087 1.754 2.755 0.293
C -1.518 1.567 2.935 0.466
C -1.952 2.120 4.317 -0.989
N -0.706 2.603 5.008 -0.014
C -0.080 3.726 4.223 -0.981
C 0.259 3.169 2.816 -0.425
H 1.119 1.834 5.739 0.369
H -0.229 0.688 5.744 0.310
H 0.452 -0.064 3.610 0.342
H 1.726 1.151 3.564 -0.099
H -1.744 0.504 2.845 -0.571
H -2.042 2.083 2.129 0.352
H -2.411 1.363 4.951 0.380
H -2.633 2.964 4.233 0.352
H -0.958 2.950 5.930 0.289
H 0.802 4.057 4.769 0.283
H -0.797 4.545 4.190 0.387
H 1.320 3.279 2.597 0.533
H -0.286 3.697 2.034 0.176



# 4
78
Properties=species:S:1:pos:R:3:lowdin_spin:R:1 method="wB97M-V/def2-TZVPD" charge=+1 lumo_ev="-3.3 / -4.5" spin_multiplicity=5 s2=6.02 e_tot_ha=-5159.2241 orbital_gap_ha="0.2670 / 0.2492" homo_energy_ha="-0.389 / -0.414"
Ru 0.500 -0.291 1.859 2.577
Cl -0.532 6.004 5.445 0.004
C -0.547 4.453 4.684 0.012
C -1.517 3.518 5.060 -0.001
C -1.569 2.282 4.461 0.013
Cl -2.761 1.143 4.961 0.003
C -0.642 1.913 3.463 0.013
O -0.747 0.713 2.940 0.176
C 0.342 2.864 3.111 0.015
C 1.296 2.656 2.052 0.008
O 1.406 1.654 1.339 0.048
C 0.376 4.132 3.726 0.000
H -2.236 3.770 5.828 0.000
H 1.978 3.492 1.848 0.001
H 1.127 4.849 3.424 0.000
C 0.045 -1.785 -4.693 0.001
C 0.285 -1.465 -3.202 0.002
C 1.605 -0.694 -3.080 0.000
C 0.484 -2.791 -2.454 0.000
Si -1.186 -0.426 -2.558 0.019
Br -0.996 -0.668 -0.247 0.102
C -2.923 -1.156 -2.870 0.006
C -2.908 -2.690 -2.840 0.000
C -3.988 -0.701 -1.862 0.002
C -3.374 -0.704 -4.276 0.002
C -1.021 1.467 -2.770 0.001
C -2.333 2.176 -2.407 0.000
C 0.077 2.099 -1.903 0.000
C -0.694 1.772 -4.248 0.001
H 0.924 -2.304 -5.086 0.000
H -0.100 -0.896 -5.306 0.000
H -0.807 -2.446 -4.845 0.000
H 2.417 -1.348 -3.411 0.000
H 1.816 -0.400 -2.048 0.000
H 1.641 0.199 -3.701 0.000
H 1.316 -3.321 -2.927 0.000
H -0.378 -3.451 -2.484 0.000
H 0.749 -2.632 -1.407 0.000
H -2.573 -3.086 -1.879 0.000
H -2.295 -3.128 -3.626 0.000
H -3.930 -3.044 -2.998 0.000
H -3.769 -1.029 -0.845 0.001
H -4.937 -1.162 -2.151 0.000
H -4.144 0.375 -1.846 0.000
H -2.680 -0.991 -5.066 0.000
H -3.537 0.371 -4.337 0.000
H -4.331 -1.184 -4.504 0.001
H -2.634 1.984 -1.375 0.000
H -3.160 1.907 -3.061 0.000
H -2.181 3.255 -2.509 0.000
H -0.102 1.956 -0.836 0.000
H 0.071 3.176 -2.093 0.000
H 1.076 1.738 -2.131 0.000
H -1.431 1.371 -4.944 0.000
H 0.288 1.406 -4.544 0.000
H -0.685 2.857 -4.387 0.000
C 1.193 -1.187 5.112 0.031
C 1.494 -1.880 3.779 0.091
C 2.063 -3.282 4.042 0.027
C 0.272 -1.911 2.883 0.607
C 2.506 -1.072 2.927 0.010
C 3.299 -0.038 3.443 0.035
C 4.216 0.608 2.632 0.020
C 4.349 0.264 1.286 0.028
C 3.586 -0.759 0.757 0.027
C 2.676 -1.438 1.572 0.032
H 0.384 -1.716 5.616 0.001
H 0.881 -0.149 4.988 0.001
H 2.060 -1.212 5.775 0.005
H 1.368 -3.863 4.649 0.001
H 3.007 -3.195 4.584 0.002
H 2.239 -3.826 3.115 0.003
H -0.707 -2.165 3.289 0.052
H 3.185 0.253 4.478 0.002
H 4.834 1.394 3.048 0.000
H 5.062 0.787 0.664 0.001
H 3.697 -1.050 -0.279 0.001
H 2.162 -2.318 1.198 0.014